(1)
{"formula": "C33H99O44P11", "method": "the ωB97M-V functional and the def2-TZVPD basis", "spin_multiplicity": 2, "homo_lumo_gap_ev": [9.5, 2.2], "charge": 1, "e_lumo_ev": [-2.5, -9.7], "s2": 0.77, "symbols": ["P", "P", "P", "P", "P", "P", "P", "P", "P", "P", "P", "O", "O", "O", "O", "O", "O", "O", "O", "O", "O", "O", "O", "O", "O", "O", "O", "O", "O", "O", "O", "O", "O", "O", "O", "O", "O", "O", "O", "O", "O", "O", "O", "O", "O", "O", "O", "O", "O", "O", "O", "O", "O", "O", "O", "C", "C", "C", "C", "C", "C", "C", "C", "C", "C", "C", "C", "C", "C", "C", "C", "C", "C", "C", "C", "C", "C", "C", "C", "C", "C", "C", "C", "C", "C", "C", "C", "C", "H", "H", "H", "H", "H", "H", "H", "H", "H", "H", "H", "H", "H", "H", "H", "H", "H", "H", "H", "H", "H", "H", "H", "H", "H", "H", "H", "H", "H", "H", "H", "H", "H", "H", "H", "H", "H", "H", "H", "H", "H", "H", "H", "H", "H", "H", "H", "H", "H", "H", "H", "H", "H", "H", "H", "H", "H", "H", "H", "H", "H", "H", "H", "H", "H", "H", "H", "H", "H", "H", "H", "H", "H", "H", "H", "H", "H", "H", "H", "H", "H", "H", "H", "H", "H", "H", "H", "H", "H", "H", "H", "H", "H", "H", "H", "H", "H", "H", "H"], "coordinates": [[-1.6218, 1.3429, 5.2092], [5.1106, -3.6828, -5.5257], [-0.2493, -3.8128, 4.5541], [-2.4596, -5.9167, -2.4245], [-8.0412, 1.6659, 1.4958], [3.4726, 7.4153, 2.4603], [5.4718, -2.5240, 1.6491], [-4.7228, -0.6279, -3.7163], [7.2440, 2.8155, 4.6202], [0.4692, 0.6378, -0.4584], [-3.1396, 1.3289, -8.0545], [-0.6213, -0.0513, 0.5176], [-1.2116, 2.3727, 6.4087], [-3.8145, 0.5764, -3.0036], [-2.7393, 0.4062, 5.3851], [6.9631, 4.3192, 5.2784], [4.9658, -1.8301, 0.4499], [-1.6481, 0.6846, -7.8268], [-0.1420, 0.6524, 4.7866], [0.8782, -0.6300, -1.4823], [-5.8381, 0.2156, -4.6156], [3.5963, 7.5152, 4.1042], [4.1915, 8.8479, 2.0479], [-8.9389, 2.7043, 0.6149], [-1.2356, -4.1687, 5.7904], [-2.2962, -5.7078, -4.0085], [-1.8630, 2.3003, 3.9471], [1.2168, -3.7659, 4.8154], [-1.5975, -4.6429, -1.9000], [7.0092, -2.8222, 1.6636], [4.6173, 6.2510, 2.1478], [6.5561, 2.8425, 3.1077], [-5.5558, -1.3669, -2.4993], [-3.8872, -1.4690, -4.6113], [-8.1994, 2.0911, 3.0542], [2.0205, 7.1410, 1.9532], [5.3379, -1.6051, 2.9218], [4.7184, -3.9442, 2.0605], [-4.2674, 0.1529, -8.1126], [-0.6812, -4.9003, 3.4472], [8.6657, 2.5551, 4.6047], [1.8277, 0.7188, 0.5122], [5.4072, -2.8896, -4.1050], [5.9710, -2.8736, -6.6850], [-3.8643, -6.0057, -1.9627], [-0.7297, -2.4312, 3.9397], [-8.1754, 0.1934, 1.0745], [5.3545, -5.1740, -5.4121], [3.5076, -3.3590, -5.8233], [0.1330, 1.9294, -1.1467], [-3.0235, 1.9456, -9.5779], [6.3192, 1.8123, 5.4707], [-6.6664, 2.3922, 0.9965], [-3.5281, 2.3731, -7.1090], [-1.5045, -7.2114, -2.0572], [3.7480, 9.6613, 0.9529], [4.5011, -5.0757, 1.1329], [-5.9930, -2.6908, -2.5617], [5.9771, -3.4164, -8.0922], [1.0816, 1.3746, 4.7683], [-0.0023, -6.0747, 3.1627], [5.7178, 4.9352, 5.2702], [-5.8234, 1.7194, 0.0871], [-1.1332, -7.5775, -0.7283], [-1.7790, -3.1763, 6.6875], [-10.3326, 2.7202, 0.7835], [4.2104, -1.7293, 3.8030], [-1.5638, 0.7817, 1.2934], [-1.3097, -0.2985, -6.7420], [-0.1002, -2.0023, 2.7509], [4.7889, -3.3989, -2.9600], [0.3397, -0.7793, -2.7322], [-2.9936, 1.4935, -3.8169], [-1.2877, 3.6161, 3.8840], [-3.3407, -5.8806, -4.9085], [-1.7208, 2.1336, 7.7185], [-4.9777, -0.3294, -9.3036], [6.0773, 1.6479, 2.4780], [-6.8351, 0.9998, -3.9137], [3.0568, -2.0346, -5.9511], [-3.8162, 2.9788, -10.0836], [6.5898, 1.6977, 6.8346], [4.7694, 5.4167, 1.0181], [2.7373, 8.3434, 4.8740], [3.0779, 1.1476, -0.0443], [-9.3900, 1.7255, 3.7823], [7.6282, -3.5560, 2.6714], [-2.2833, -3.4012, -1.7910], [3.6112, 10.7146, 1.1975], [-4.0612, -5.0636, -4.9470], [5.8973, 5.9997, 5.4211], [4.5842, -2.2214, 4.7009], [-5.0902, -1.3942, -9.5077], [3.5571, -4.8056, 0.6596], [6.6778, 0.6302, 7.0369], [4.6925, 4.3461, 1.2080], [-5.2216, -3.3594, -2.9440], [7.5138, 2.1338, 7.2143], [-6.0229, -0.0225, -9.3428], [0.3672, -6.3302, 2.1696], [8.7100, -3.5497, 2.5385], [-4.4169, 3.4378, -9.2984], [-2.6118, 2.7400, 7.8812], [-2.8588, -3.1525, 6.8343], [0.8696, -6.1074, 3.8161], [-9.5093, 0.6423, 3.7584], [2.3491, -1.7284, -5.1807], [1.2120, -0.8103, -3.3851], [4.2657, -5.9930, 1.6726], [3.8217, 0.7316, 0.6353], [-4.5853, 2.6348, -10.7751], [-4.6325, 0.1144, -10.2374], [5.0156, 1.5175, 2.6876], [5.8816, 2.1869, 7.5033], [6.2601, 1.6312, 1.4036], [-2.2223, -0.6592, -6.2674], [-1.8413, -2.6013, -1.1969], [-1.7304, 3.9989, 2.9644], [-10.3580, 2.1822, 3.5760], [-1.8406, 1.7615, 0.9042], [-1.8383, 4.3021, 4.5277], [-7.4003, 0.1273, -3.5861], [4.9465, -3.2876, -8.4229], [-0.6049, -6.9727, 3.2990], [-10.7547, 3.6628, 1.1321], [-6.2759, 0.9004, -0.4720], [-0.3115, -1.6442, -2.8577], [-0.9059, -1.1808, -7.2386], [-2.7615, 1.0409, -4.7810], [3.8247, -1.2645, -5.8780], [-3.1513, 3.7377, -10.4960], [-7.3144, 1.6226, -4.6690], [4.0001, -2.7557, -2.5699], [5.3218, -5.3504, 0.4703], [-2.0148, 1.9050, -3.5707], [3.7208, -0.8501, 4.2219], [-6.9215, -2.7601, -3.1284], [2.5075, -1.8845, -6.8805], [2.3980, 9.2490, 4.3711], [-2.8493, -6.0232, -5.8710], [-10.6469, 1.9515, 1.4896], [1.3234, 1.6795, 3.7501], [6.7636, -2.7631, -8.4701], [-0.9366, -1.8025, 2.0812], [6.1450, -4.4862, -7.9686], [-2.5182, 0.2552, 1.2996], [3.3354, 0.7986, -1.0443], [4.4512, 9.4042, 0.1607], [-0.2929, 0.0059, -3.1462], [3.1887, 2.2255, 0.0737], [7.3581, -3.0745, 3.6112], [3.3113, -2.1528, 3.3554], [-1.8957, 1.0621, 7.8161], [5.4803, -3.4078, -2.1174], [-0.2034, 3.7133, 3.9394], [1.8174, 7.7629, 4.9444], [5.6825, 5.6999, 0.4945], [1.1726, 2.2673, 5.3870], [-10.7970, 2.5239, -0.1829], [4.3971, -4.4046, -2.8078], [6.6939, 0.8021, 2.7824], [-3.5183, 2.4026, -4.1107], [-1.6568, -8.4649, -0.3727], [-1.2730, 0.9207, 2.3347], [-1.4615, -6.7504, -0.0988], [-3.9489, -6.7591, -4.6933], [-5.0046, 1.1756, 0.5580], [3.9382, 5.6408, 0.3495], [5.2694, 4.6970, 6.2347], [-0.5466, 0.0042, -6.0250], [0.5782, -2.6553, 2.2019], [7.3035, -4.5787, 2.4793], [-2.5087, -2.9402, -2.7526], [-5.3786, 2.2870, -0.7303], [1.8498, 0.7210, 5.1816], [-9.1583, 1.9478, 4.8240], [0.4426, -1.0617, 2.8447], [-0.0775, -7.8443, -0.6789], [-6.4322, 1.6145, -3.1088], [-1.5821, -2.1864, 6.2759], [3.2020, 8.6525, 5.8103], [-1.3782, -3.1527, 7.7009], [-1.0188, 2.4927, 8.4710], [5.0853, 4.7083, 4.4119], [-3.2511, -3.4327, -1.2905], [2.7419, 9.3548, 0.6665], [-6.3246, -2.7906, -1.5282]]}

***

(2)
{"formula": "C4H8NS", "method": "the ωB97M-V functional and the def2-TZVPD basis", "homo_lumo_gap_ev": [8.6, 8.6], "charge": 1, "e_lumo_ev": [-4.5, -4.5], "e_above_lowest_ev": 3.093, "symbols": ["S", "N", "C", "C", "C", "C", "H", "H", "H", "H", "H", "H", "H", "H"], "coordinates": [[1.8583, 0.2533, 0.3946], [-0.6736, -1.5510, 0.2633], [-1.6946, -0.6625, -0.1512], [-1.6241, 0.6062, -0.0400], [-1.6957, 1.8698, 0.2442], [3.2333, 0.4363, -0.3992], [-1.1736, -2.0043, 0.9808], [-2.0835, 2.1929, 1.1916], [-0.2656, -2.2543, -0.3418], [-0.9768, 2.4654, -0.2532], [-2.4617, -1.0484, -0.7981], [0.2223, -1.0938, 0.4237], [3.5159, 1.3317, -0.8093], [3.8194, -0.5411, -0.7054]]}

***

(3)
{"formula": "C4H7N3", "method": "the ωB97M-V functional and the def2-TZVPD basis", "homo_lumo_gap_ev": 9.7, "charge": 0, "e_lumo_ev": 0.6, "smiles": "[H]/N=C/N=C/N1CC1", "e_above_lowest_ev": 3.937, "symbols": ["N", "N", "N", "C", "C", "C", "C", "H", "H", "H", "H", "H", "H", "H"], "coordinates": [[-2.3033, 1.1289, -1.6222], [1.4406, -0.1077, 0.2262], [-0.8536, -0.5691, -0.5048], [-1.9709, 0.1353, -0.8517], [1.8812, 0.2399, 1.5266], [0.2476, 0.1708, -0.3458], [1.6055, -1.0923, 1.3050], [-3.4149, 1.3529, -1.6019], [0.7878, -1.6868, 1.6480], [3.0537, 0.3586, 1.4904], [0.0366, 1.3140, -0.7213], [-2.7917, -0.5035, -0.5216], [1.3966, 1.0287, 2.1670], [2.3654, -1.7513, 1.0403]]}

***

(4)
{"formula": "C5H8O2", "method": "the ωB97M-V functional and the def2-TZVPD basis", "homo_lumo_gap_ev": 10.8, "charge": 0, "e_lumo_ev": 0.9, "smiles": "C=CC[C@H](O)C=O", "e_above_lowest_ev": 1.641, "symbols": ["O", "O", "C", "C", "C", "C", "C", "H", "H", "H", "H", "H", "H", "H", "H"], "coordinates": [[1.5396, -0.6246, -1.1552], [-0.2405, -2.1874, -0.1533], [-1.8178, 0.3299, -0.1643], [-0.7864, 1.1580, -0.3591], [0.5925, 1.0861, 0.2736], [1.1881, -0.3288, 0.1594], [0.2047, -1.3765, 0.6256], [2.0727, -0.4009, 0.8096], [0.6239, 1.4100, 1.3206], [-2.6523, 0.3863, -0.8565], [1.2920, 1.7295, -0.2768], [-0.0779, -1.3795, 1.6979], [-1.9309, -0.3974, 0.6516], [-0.9078, 1.9027, -1.1482], [0.9003, -1.3074, -1.4250]]}

***

(5)
{"formula": "C19H27N3O4S2", "method": "the ωB97M-V functional and the def2-TZVPD basis", "homo_lumo_gap_ev": 8.6, "charge": 0, "e_lumo_ev": 0.1, "smiles": "CCCN(CC1CC1)C(=S)NC(=O)c1ccc(S(=O)(=O)N2CCOCC2)cc1", "e_above_lowest_ev": 1.906, "symbols": ["S", "S", "O", "O", "O", "O", "N", "N", "N", "C", "C", "C", "C", "C", "C", "C", "C", "C", "C", "C", "C", "C", "C", "C", "C", "C", "C", "C", "H", "H", "H", "H", "H", "H", "H", "H", "H", "H", "H", "H", "H", "H", "H", "H", "H", "H", "H", "H", "H", "H", "H", "H", "H", "H", "H"], "coordinates": [[4.0284, -1.0934, 1.1808], [-0.5241, 0.1730, -1.6628], [5.1580, 2.2459, -1.5125], [3.8155, -0.3645, 2.4014], [-1.5480, -3.9893, -1.4025], [5.0212, -2.1254, 1.1742], [-2.1776, -1.8472, -1.2202], [-3.0394, 0.2792, -0.8736], [4.3825, -0.0547, -0.0976], [-4.0751, -0.9034, 1.0637], [2.4481, -2.4578, -0.5780], [2.4639, -1.7339, 0.5977], [0.0851, -1.7992, 0.7361], [1.2338, -2.8477, -1.1134], [3.8036, 1.8709, -1.4359], [0.0513, -2.4789, -0.4797], [1.3004, -1.4223, 1.2749], [5.7779, 0.3411, -0.1521], [-2.5848, 3.6775, 0.8247], [-1.9755, -0.4744, -1.2071], [-4.2587, -0.2879, -0.3278], [-3.3258, 2.6083, 1.5673], [-5.4124, -1.3521, 1.6384], [-2.3783, 2.2379, 0.4659], [-2.9016, 1.7251, -0.8580], [-1.2510, -2.8611, -1.0893], [6.0018, 1.1194, -1.4487], [3.5066, 1.0982, -0.1486], [1.1857, -3.4034, -2.0370], [6.3777, -0.5680, -0.1217], [6.0354, 0.9762, 0.7082], [-3.4010, -1.7595, 1.0061], [7.0232, 1.4990, -1.4997], [3.3841, -2.6955, -1.0565], [3.2255, 2.7951, -1.4703], [-3.6224, -0.1588, 1.7198], [-2.2000, 1.9963, -1.6521], [-3.1399, 4.2956, 0.1357], [-1.7869, 4.1996, 1.3281], [-3.0918, -2.1811, -1.5094], [2.4732, 0.7481, -0.1548], [-4.9888, 0.5202, -0.2621], [3.5375, 1.2394, -2.2963], [-0.8350, -1.5493, 1.2444], [-5.2708, -1.7903, 2.6224], [1.3703, -0.8727, 2.2004], [-3.0401, 2.3996, 2.5870], [-3.8749, 2.1675, -1.0803], [-5.8763, -2.0976, 0.9964], [-4.6704, -1.0371, -1.0147], [3.6660, 1.7430, 0.7274], [-6.0930, -0.5091, 1.7338], [-1.4339, 1.7874, 0.7452], [-4.3867, 2.5140, 1.3885], [5.8078, 0.4581, -2.3060]]}

***

(6)
{"formula": "C18H46FN8O2P2Ti", "method": "the ωB97M-V functional and the def2-TZVPD basis", "spin_multiplicity": 4, "homo_lumo_gap_ev": [6.0, 8.0], "charge": 0, "e_lumo_ev": [0.3, -0.3], "s2": 3.76, "symbols": ["Ti", "P", "P", "F", "O", "O", "N", "N", "N", "N", "N", "N", "N", "N", "C", "C", "C", "C", "C", "C", "C", "C", "C", "C", "C", "C", "C", "C", "C", "C", "C", "C", "H", "H", "H", "H", "H", "H", "H", "H", "H", "H", "H", "H", "H", "H", "H", "H", "H", "H", "H", "H", "H", "H", "H", "H", "H", "H", "H", "H", "H", "H", "H", "H", "H", "H", "H", "H", "H", "H", "H", "H", "H", "H", "H", "H", "H", "H"], "coordinates": [[1.4288, 1.6435, 1.3119], [-3.1080, -0.3885, -2.8715], [3.8220, -1.1231, 0.8873], [0.1133, 1.8057, 2.7494], [-3.0554, -1.6550, -3.5739], [2.9233, -0.0255, 1.4582], [3.1731, -2.5826, 1.1883], [-3.2116, 0.8607, -3.9395], [-1.8755, -0.0053, -1.7993], [-4.4361, -0.4671, -1.8231], [1.7876, 2.4285, -0.3257], [-5.1426, 0.7113, 4.7606], [3.9985, -1.1796, -0.7478], [5.2488, -0.8539, 1.6452], [2.7616, -2.7777, 2.5953], [-5.5599, -1.1705, -2.3454], [5.8201, 0.3896, 2.0869], [-1.8933, -0.6856, -0.4785], [2.7342, -1.4832, -1.5250], [-3.4833, 0.3926, -5.2920], [-4.2443, 1.3871, 4.3974], [6.1446, -1.9900, 1.4755], [-3.1282, 2.2662, 4.0116], [-2.8541, 2.3252, -3.7854], [3.2623, -3.9113, 0.4487], [-1.4372, 1.1924, 5.5935], [-0.5754, 0.0467, -2.4210], [5.0062, -0.4868, -1.5747], [-0.7875, 2.9628, -0.9956], [-2.1352, 2.5120, 5.2107], [-4.8953, 0.7381, -1.0342], [0.5139, 2.0620, -0.6382], [-1.4386, 3.2384, 4.7899], [4.6602, 0.4741, -1.9712], [-4.3455, 0.9727, -5.6455], [-5.3275, 0.3889, -0.0641], [-2.6622, 0.5982, -6.0158], [-6.2302, -1.3855, -1.5005], [-2.7111, 2.5084, -2.7604], [-5.7277, 1.2248, -1.6084], [3.2985, -3.6557, 2.9807], [3.3793, -3.8223, -0.6109], [-1.4220, -1.5980, -0.7114], [5.1089, 1.1451, 1.9927], [5.2697, -0.9120, -2.4959], [-2.8752, -0.8821, -0.0956], [5.9219, -0.3835, -1.0526], [-2.6335, 2.9585, 6.0489], [-3.8855, -0.5977, -5.2828], [5.9873, -2.5600, 2.3881], [2.3957, -4.5594, 0.6725], [6.1069, 0.2807, 3.1478], [-0.6433, 1.2973, 6.3926], [-1.2762, -0.1205, 0.2202], [-4.0458, 1.4283, -0.8394], [3.0254, -2.0156, -2.4004], [0.1546, 0.7355, -2.0153], [3.0167, -1.9209, 3.2062], [4.1797, -4.3526, 0.7666], [1.6695, -3.0183, 2.5615], [-3.6163, 3.2001, 3.6558], [-2.1061, 0.4729, 6.0271], [-0.9679, 0.6939, 4.7279], [-1.5647, 2.8899, -0.2454], [-3.6781, 3.0070, -4.1162], [-0.2452, 3.9231, -0.9253], [-1.1789, 2.9267, -2.0387], [-0.1335, -0.9653, -2.2604], [-2.5702, 1.7574, 3.2177], [-0.6390, 0.1284, -3.5124], [-5.1678, -2.0901, -2.7212], [6.7187, 0.5646, 1.4948], [2.1039, -2.1006, -0.9008], [-6.1651, -0.6069, -3.0209], [2.2200, -0.5685, -1.8083], [7.1834, -1.7550, 1.4652], [-1.9282, 2.6230, -4.2963], [5.8692, -2.5062, 0.5101]]}

***

(7)
{"formula": "C4H10BrN2", "method": "the ωB97M-V functional and the def2-TZVPD basis", "homo_lumo_gap_ev": 8.9, "charge": 1, "e_lumo_ev": -4.7, "e_above_lowest_ev": 2.457, "symbols": ["Br", "N", "N", "C", "C", "C", "C", "H", "H", "H", "H", "H", "H", "H", "H", "H", "H"], "coordinates": [[5.5687, 0.8671, 0.0068], [-0.5539, -0.0721, -0.4034], [3.1107, -0.2725, -0.6658], [-1.9363, 0.0317, 0.0217], [3.7481, 0.5194, 0.1366], [-0.0917, -0.1426, -1.5629], [0.3111, 0.4473, 0.6929], [-0.7487, -0.3671, -2.2882], [3.5008, -0.8754, -1.3535], [0.0587, 1.4696, 0.9793], [-1.9330, -0.0786, 1.1736], [3.0973, 1.0610, 0.9164], [1.3972, 0.3498, 0.4563], [0.9231, 0.0229, -1.7359], [-2.4645, 0.8718, -0.3392], [0.1135, -0.0639, 1.6052], [-2.4349, -0.8869, -0.4284]]}

***

(8)
{"formula": "C4H7N", "method": "the ωB97M-V functional and the def2-TZVPD basis", "homo_lumo_gap_ev": 8.1, "charge": 0, "e_lumo_ev": 0.6, "smiles": "C=CC(=C)N", "e_above_lowest_ev": 2.221, "symbols": ["N", "C", "C", "C", "C", "H", "H", "H", "H", "H", "H", "H"], "coordinates": [[0.4247, -1.6264, -0.8470], [-0.0572, -0.5496, -0.1105], [-1.3680, -0.5209, 0.3139], [0.8660, 0.5524, 0.1858], [0.4643, 1.7389, 0.6360], [-0.5988, 1.8558, 0.8352], [1.0312, 2.5892, 0.9916], [1.8264, 0.4215, -0.3080], [-0.2114, -2.0333, -1.5134], [-1.5586, -0.1948, 1.3285], [-2.1959, -0.7001, -0.3474], [1.3772, -1.5326, -1.1647]]}

***

| no. | energy (eV) |
| --- | --- |
| 1 | -228099.7390 |
| 2 | -16592.3138 |
| 3 | -8727.7421 |
| 4 | -9408.1913 |
| 5 | -54470.9841 |
| 6 | -79837.5034 |
| 7 | -77323.9937 |
| 8 | -5749.1956 |